Density functional theory data (ωB97M-V/def2-TZVPD) for a cluster of 2 separate species, C7H16N2O2 in total.

Lowest unoccupied orbital energy   0.8 eV
HOMO-LUMO gap   9.87 eV
Calculated total energy   -536.2073 a.u.
Energy above the lowest of the compared OMol25 structures with the same formula, charge and spin   70.8 kcal per mole
HOMO level   -9.077 eV
Net charge   0
Structure (SMILES)   CCN(C)C(C)=O.CC(N)=O

Atoms and positions in Å:
C 0.489 -0.634 1.842
C 1.036 -1.686 1.005
N 0.665 -1.649 -0.379
C -0.425 -2.623 -0.682
C 0.709 -0.468 -1.100
C 2.202 0.047 -1.021
O -0.264 0.013 -1.662
H 0.187 -1.006 2.905
H -0.152 0.144 1.451
H 1.165 -0.020 2.373
H 2.198 -1.638 1.101
H 0.784 -2.669 1.327
H -0.505 -3.561 -0.066
H -1.485 -2.267 -0.475
H -0.425 -2.865 -1.746
H 2.681 -0.116 0.056
H 2.775 -0.824 -1.650
H 2.689 0.993 -1.288
C -2.529 2.326 -0.774
C -1.680 2.215 0.370
N -0.378 2.291 -0.108
O -1.851 1.915 1.499
H -2.495 3.348 -1.193
H -3.495 2.170 -0.388
H -2.178 1.399 -1.230
H 0.286 2.481 0.669
H -0.001 2.685 -0.836